#1
This record from the OMol25 dataset describes a gas-phase ion, C7H12N (charge +1). The level of theory is ωB97M-V with the def2-TZVPD basis set.

Properties
Total charge   +1
Frontier orbital gap   9.43 eV
Highest occupied orbital energy   -12.95 eV

Atoms and positions in Å:
C1 3.169 -0.677 0.004
C2 1.861 -0.921 0.010
C3 0.802 0.059 0.008
N1 1.205 1.485 0.008
C4 -0.554 -0.218 -0.011
C5 -1.627 0.847 -0.030
C6 -2.738 -0.212 0.051
C7 -1.713 -1.342 -0.021
H1 3.874 -1.488 -0.010
H2 3.619 0.303 0.016
H3 1.506 -1.941 0.003
H4 1.222 1.871 0.962
H5 0.561 2.045 -0.565
H6 2.161 1.526 -0.379
H7 -1.652 1.424 -0.958
H8 -1.607 1.545 0.809
H9 -3.287 -0.190 0.988
H10 -3.448 -0.193 -0.771
H11 -1.697 -1.912 -0.945
H12 -1.658 -2.011 0.831

***

#2
This record from the OMol25 dataset describes a gas-phase ion, C7H12N (charge +1). The level of theory is ωB97M-V with the def2-TZVPD basis set.

Properties
Total charge   +1
Frontier orbital gap (alpha / beta)   8.11 / 8.11 eV
Highest occupied orbital energy (alpha / beta)   -12.35 / -12.35 eV

Atoms and positions in Å:
C1 0.695 -1.164 0.833
C2 -0.314 -0.431 0.384
C3 -2.269 0.459 1.233
C4 -1.641 -0.070 0.184
C5 2.215 -0.576 0.659
C6 1.106 1.156 -0.746
C7 -2.279 -0.273 -1.130
N1 2.203 0.305 -0.586
H1 0.371 -1.809 1.605
H2 -3.338 0.490 1.148
H3 -1.788 0.527 2.304
H4 2.468 0.002 1.450
H5 2.991 -1.364 0.513
H6 0.782 1.409 -1.759
H7 1.046 1.887 -0.018
H8 -2.886 0.579 -1.225
H9 -3.037 -1.035 -1.194
H10 -1.575 -0.326 -1.907
H11 3.161 0.624 -0.474
H12 2.089 -0.389 -1.274

***

Relative energy of each structure, in hartree: #1 0.0000; #2 0.1221.

***

#1
This record from the OMol25 dataset describes a molecular structure, C7H12N. The level of theory is ωB97M-V with the def2-TZVPD basis set.

Properties
Total charge   +1
Frontier orbital gap   9.26 eV
Highest occupied orbital energy   -12.40 eV

Atoms and positions in Å:
C1 -2.596 0.667 0.685
C2 -2.156 1.225 -0.446
C3 0.081 -1.646 0.110
C4 -1.312 -1.489 -0.499
C5 0.356 -0.215 0.594
C6 -1.537 -0.051 -0.030
C7 2.636 0.967 0.132
N1 1.237 0.650 -0.287
H1 -3.233 0.665 1.592
H2 -1.999 2.177 -1.055
H3 -0.013 -2.165 0.977
H4 0.730 -2.008 -0.725
H5 -1.669 -1.647 -1.607
H6 -2.135 -2.099 -0.007
H7 0.620 0.109 1.618
H8 3.092 1.680 -0.499
H9 2.576 1.442 1.038
H10 3.214 0.054 -0.083
H11 1.432 0.124 -1.158
H12 0.679 1.559 -0.350

***

#2
This record from the OMol25 dataset describes a gas-phase ion, C7H12N (charge +1). The level of theory is ωB97M-V with the def2-TZVPD basis set.

Properties
Total charge   +1
Frontier orbital gap   8.58 eV
Highest occupied orbital energy   -12.72 eV

Atoms and positions in Å:
C1 -0.505 -1.198 0.177
C2 0.321 -0.168 0.124
C3 2.109 1.501 0.305
C4 1.596 0.322 0.065
C5 -2.066 -1.027 -0.177
C6 -1.387 1.329 -0.406
C7 2.484 -0.881 -0.169
N1 -2.306 0.419 0.219
H1 -0.258 -2.126 0.598
H2 3.212 1.472 0.218
H3 1.574 2.433 0.419
H4 -2.318 -1.261 -1.114
H5 -2.686 -1.624 0.402
H6 -0.853 2.201 -0.044
H7 -1.451 1.258 -1.558
H8 2.151 -1.508 -0.934
H9 2.467 -1.530 0.742
H10 3.449 -0.504 -0.158
H11 -3.285 0.594 0.018
H12 -2.249 0.298 1.274

***

Relative energy of each structure, in hartree: #1 0.0092; #2 0.0000.

***

#1
This record from the OMol25 dataset describes a molecular structure, C4H8N2. The level of theory is ωB97M-V with the def2-TZVPD basis set.

Properties
Total charge   0
Frontier orbital gap   8.93 eV
Highest occupied orbital energy   -8.23 eV

Atoms and positions in Å:
C1 1.155 -0.566 0.862
C2 -0.028 -0.019 0.051
C3 -0.868 -1.157 -0.547
N1 0.285 1.403 -0.997
C4 -0.721 1.105 0.570
N2 -1.372 1.825 1.213
H1 1.786 0.247 1.216
H2 1.747 -1.286 0.285
H3 0.803 -1.109 1.761
H4 -0.253 -1.856 -1.125
H5 -1.672 -0.758 -1.162
H6 -1.346 -1.758 0.251
H7 -0.413 1.753 -1.659
H8 0.897 2.177 -0.719

***

#2
This record from the OMol25 dataset describes a single C4H8N2 molecule. The level of theory is ωB97M-V with the def2-TZVPD basis set.

Properties
Total charge   0
Frontier orbital gap   8.99 eV
Highest occupied orbital energy   -7.96 eV

Atoms and positions in Å:
C1 1.669 -0.698 -2.057
N1 0.933 -0.024 -1.223
N2 -0.189 0.320 -0.856
C2 -0.604 0.168 0.370
C3 -1.669 1.241 0.637
C4 0.265 -0.686 1.308
H1 2.730 -0.550 -2.069
H2 1.356 -1.589 -2.604
H3 -2.358 1.433 -0.286
H4 -1.121 2.111 0.906
H5 -2.355 1.001 1.437
H6 0.847 -1.380 0.673
H7 0.937 -0.055 1.840
H8 -0.440 -1.293 1.926

***

#3
This record from the OMol25 dataset describes a single C4H8N2 molecule. The level of theory is ωB97M-V with the def2-TZVPD basis set.

Properties
Total charge   0
Frontier orbital gap   9.43 eV
Highest occupied orbital energy   -8.54 eV

Atoms and positions in Å:
H1 1.530 -2.403 -1.110
N1 2.299 -1.737 -1.084
C1 2.008 -0.594 -0.640
N2 1.004 -0.100 0.157
C2 -0.246 -0.655 -0.069
C3 -1.387 0.031 0.105
C4 -1.564 1.388 0.709
H2 2.762 0.209 -0.768
H3 1.049 0.871 0.427
H4 -0.273 -1.707 -0.313
H5 -2.308 -0.522 -0.019
H6 -0.649 1.975 0.687
H7 -1.889 1.305 1.747
H8 -2.337 1.937 0.171

***

#4
This record from the OMol25 dataset describes a molecular structure, C4H8N2. The level of theory is ωB97M-V with the def2-TZVPD basis set.

Properties
Total charge   0
Frontier orbital gap   10.11 eV
Highest occupied orbital energy   -9.35 eV

Atoms and positions in Å:
C1 -1.485 0.190 1.625
C2 -0.447 -0.200 0.599
C3 0.113 -1.545 0.772
C4 1.308 1.026 -1.920
H1 -2.389 -0.432 1.509
H2 -1.173 -0.091 2.713
H3 -1.844 1.254 1.558
H4 -0.829 -2.266 1.180
H5 0.627 -1.875 -0.434
H6 1.139 -1.329 1.808
H7 1.919 0.717 -2.824
H8 1.208 2.232 -1.507
N1 -0.115 0.643 -0.242
N2 0.745 0.066 -1.252

***

Relative energy of each structure, in hartree: #1 0.0670; #2 0.0747; #3 0.0000; #4 0.1358.

***

#1
This record from the OMol25 dataset describes a molecular structure, C4H8N2. The level of theory is ωB97M-V with the def2-TZVPD basis set.

Properties
Total charge   0
Frontier orbital gap   8.96 eV
Highest occupied orbital energy   -7.92 eV

Atoms and positions in Å:
C1 1.713 0.029 0.400
N1 0.601 -0.777 0.199
C2 -0.434 -0.082 -0.556
C3 -1.807 -0.709 -0.356
C4 -0.400 1.452 -0.196
N2 0.734 1.648 0.342
H1 2.383 0.120 -0.459
H2 2.268 -0.225 1.315
H3 1.367 2.298 0.752
H4 0.221 -1.084 1.089
H5 -0.171 -0.098 -1.623
H6 -2.555 -0.151 -0.927
H7 -1.819 -1.755 -0.680
H8 -2.102 -0.666 0.700

***

#2
This record from the OMol25 dataset describes a single C4H8N2 molecule. The level of theory is ωB97M-V with the def2-TZVPD basis set.

Properties
Total charge   0
Frontier orbital gap   9.99 eV
Highest occupied orbital energy   -9.16 eV

Atoms and positions in Å:
C1 -0.728 1.426 -0.008
N1 -0.034 0.187 0.270
C2 -0.912 -0.886 0.688
C3 0.909 -0.235 -0.742
C4 2.127 -0.763 -0.096
N2 3.079 -1.139 0.443
H1 -1.587 1.316 -0.694
H2 -0.028 2.150 -0.437
H3 -1.097 1.846 0.934
H4 -0.319 -1.727 1.063
H5 -1.562 -1.253 -0.132
H6 -1.559 -0.541 1.501
H7 1.203 0.618 -1.362
H8 0.507 -1.000 -1.428

***

Relative energy of each structure, in hartree: #1 0.0736; #2 0.0000.